1.
Entry from the OMol25 dataset: C38H31ClLaN2O2P as an isolated structure (wB97M-V/def2-TZVPD).

Geometry (Å):
C1 -1.1286 -0.7956 1.6964
C2 -0.6125 0.4933 2.0022
C3 -1.1738 1.4132 1.0790
H1 -0.0207 0.7492 2.8780
C4 -2.0328 0.7029 0.1923
C5 -2.0188 -0.6650 0.5899
H2 -2.6853 -1.4454 0.2399
H3 -0.9667 -1.7076 2.2696
H4 -1.0529 2.4983 1.1245
H5 -2.6435 1.1532 -0.5877
La1 0.3680 -0.3656 -0.6815
Cl1 0.0317 1.2184 -2.6649
P1 2.4499 2.8734 -0.1093
C6 1.8643 4.6123 -0.1710
C7 2.3189 5.6337 0.6844
H6 3.0550 5.4147 1.4584
C8 1.8376 6.9405 0.5435
H7 2.2081 7.7307 1.2081
C9 0.8919 7.2405 -0.4431
H8 0.5153 8.2612 -0.5535
C10 0.4228 6.2257 -1.2957
H9 -0.3110 6.4578 -2.0730
C11 0.8940 4.9200 -1.1508
H10 0.5180 4.1237 -1.7971
C12 3.4199 2.9029 1.4465
C13 2.7057 2.6918 2.6464
H11 1.6275 2.5234 2.6049
C14 3.3661 2.7038 3.8746
H12 2.8042 2.5435 4.7993
C15 4.7544 2.9200 3.9242
H13 5.2710 2.9252 4.8877
C16 5.4689 3.1227 2.7393
H14 6.5505 3.2957 2.7737
C17 4.8091 3.1069 1.5048
H15 5.3799 3.2634 0.5897
C18 3.7869 2.9083 -1.3653
C19 4.2788 4.0823 -1.9624
H16 3.8591 5.0519 -1.6942
C20 5.3175 4.0130 -2.8990
H17 5.7014 4.9350 -3.3493
C21 5.8629 2.7773 -3.2592
H18 6.6721 2.7235 -3.9931
C22 5.3668 1.5983 -2.6768
H19 5.7912 0.6304 -2.9538
C23 4.3322 1.6626 -1.7436
H20 3.9394 0.7451 -1.2979
O1 0.8984 -2.3565 -2.5173
C24 0.1362 -3.1155 -1.8653
N1 -0.2789 -4.4126 -2.0977
C25 -1.3055 -4.7830 -1.1503
C26 -1.1343 -3.6683 -0.1091
O2 -1.5457 -3.6936 1.0495
N2 -0.3875 -2.6669 -0.6656
C27 -2.6889 -4.7341 -1.8133
C28 -3.7150 -3.9324 -1.3060
C29 -4.9690 -3.9458 -1.9264
C30 -5.2025 -4.7693 -3.0212
C31 -4.1721 -5.5730 -3.5288
C32 -2.9128 -5.5548 -2.9280
C33 -1.0330 -6.0880 -0.4353
C34 -2.0529 -7.0171 -0.1885
C35 -1.7818 -8.1127 0.6347
C36 -0.5233 -8.2579 1.2045
C37 0.4932 -7.3240 0.9658
C38 0.2356 -6.2306 0.1305
H21 -0.1703 -4.8597 -3.0130
H22 -3.5705 -3.3299 -0.3970
H23 -5.7669 -3.3196 -1.5188
H24 -6.1862 -4.7959 -3.4853
H25 -4.3489 -6.2301 -4.3739
H26 -2.1159 -6.2120 -3.3052
H27 -3.0518 -6.8845 -0.6143
H28 -2.5767 -8.8333 0.8235
H29 -0.3215 -9.1081 1.8583
H30 1.4788 -7.4194 1.4206
H31 1.0164 -5.4764 -0.0583

Properties
Frontier orbital gap in eV: 7.8
HOMO in eV: -8.179
Spin multiplicity: 1
Molecular weight in u: 753.0

2.
Entry from the OMol25 dataset: C38H31Co2NO5P as an isolated structure (wB97M-V/def2-TZVPD).

Geometry (Å):
C1 -1.4474 -3.3760 -1.5114
C2 -0.0307 -3.4223 -1.1013
C3 0.7866 -2.7486 0.1191
N1 2.0341 -2.7514 -0.4367
C4 2.2171 -3.4768 -1.5728
C5 3.5951 -3.7303 -2.1139
C6 0.9469 -3.7788 -2.0391
H1 -1.9584 -4.1307 -0.9301
H2 -1.9006 -2.4329 -1.2150
H3 -1.5761 -3.4839 -2.5945
H4 -0.1704 -2.0807 -0.3100
H5 2.7947 -2.5461 0.1629
H6 3.7442 -4.7900 -2.3916
H7 3.7738 -3.1499 -3.0364
H8 4.3769 -3.4575 -1.3847
H9 0.7359 -4.2261 -3.0095
O1 -4.2217 -0.4380 3.6920
C7 -3.3598 -0.5927 2.9422
Co1 -2.1556 -0.9313 1.6209
C8 -2.2227 -2.6051 1.5453
O2 -2.4778 -3.7219 1.5477
C9 -2.8233 -0.2933 0.0940
O3 -3.3118 0.0773 -0.9038
C10 -0.5847 -0.1962 2.2178
C11 -0.4323 -1.4794 1.7887
C12 0.8247 -2.3002 1.4671
C13 1.0894 -3.4280 2.4733
C14 0.1301 -3.8271 3.3883
C15 0.2907 -5.0501 4.0464
C16 1.4290 -5.8268 3.8113
C17 2.4549 -5.3292 2.9871
C18 2.2913 -4.1095 2.3386
Co2 0.5497 1.1537 1.1325
C19 1.8218 0.4796 0.1457
O4 2.6622 0.1137 -0.5656
C20 1.1554 2.2763 2.3297
O5 1.5693 3.0931 3.0888
P1 -0.2611 2.4173 -0.3166
C21 -0.4419 1.7723 -1.9903
C22 -0.5510 2.6570 -3.0750
C23 -0.6352 2.1674 -4.3834
C24 -0.6092 0.7793 -4.6095
C25 -0.4950 -0.1127 -3.5282
C26 -0.4120 0.3904 -2.2236
C27 -1.8692 3.1451 0.1572
C28 -2.9280 3.2289 -0.7573
C29 -4.1256 3.8429 -0.3780
C30 -4.2788 4.3334 0.9265
C31 -3.2378 4.2090 1.8553
C32 -2.0314 3.6164 1.4696
C33 0.8599 3.8432 -0.5753
C34 0.4850 5.1517 -0.2372
C35 1.4280 6.1845 -0.2989
C36 2.7400 5.9118 -0.7110
C37 3.1033 4.6130 -1.0907
C38 2.1545 3.5870 -1.0462
H10 -0.3927 0.1261 3.2399
H11 1.7795 -1.7457 1.5727
H12 -0.7672 -3.2451 3.5570
H13 -0.5055 -5.4038 4.6989
H14 1.5431 -6.8082 4.2846
H15 3.3796 -5.8888 2.8361
H16 3.0833 -3.6933 1.7143
H17 -0.5584 3.7324 -2.9000
H18 -0.7206 2.8657 -5.2288
H19 -0.6751 0.3916 -5.6364
H20 -0.4683 -1.1987 -3.7043
H21 -0.2980 -0.2997 -1.3847
H22 -2.8055 2.8372 -1.7656
H23 -4.9370 3.9355 -1.1050
H24 -5.2167 4.8132 1.2215
H25 -3.3538 4.5794 2.8772
H26 -1.2113 3.5241 2.1857
H27 -0.5391 5.3627 0.0705
H28 1.1328 7.2014 -0.0215
H29 3.4815 6.7160 -0.7379
H30 4.1236 4.3970 -1.4196
H31 2.4305 2.5808 -1.3648

Properties
Frontier orbital gap in eV: 4.1
Net charge: -1
HOMO in eV: -2.297
Spin multiplicity: 1
Molecular weight in u: 730.5

3.
Entry from the OMol25 dataset: C38H32BrCaF16N9O6PS3 as an isolated structure (wB97M-V/def2-TZVPD).

Geometry (Å):
Ca1 0.4531 0.5213 0.3582
O1 3.3636 -1.1818 2.4530
C1 4.4280 -1.4589 1.6847
C2 5.5731 -1.9851 2.2890
C3 6.6851 -2.2959 1.5354
C4 6.6843 -2.0764 0.1651
C5 5.5651 -1.5365 -0.4425
C6 4.4309 -1.2391 0.3002
C7 3.1940 -0.6553 -0.3795
O2 2.3037 -0.1129 0.4505
N1 2.5763 -1.6998 -1.2156
N2 1.2970 -1.6245 -1.4385
C8 0.6079 -2.6606 -1.7637
C9 -0.8076 -2.5871 -1.9099
Br1 -1.5314 -0.8147 -1.7718
C10 -1.6697 -3.6181 -2.0229
C11 -1.2978 -5.0072 -2.2338
C12 -1.9940 -6.0075 -1.5512
C13 -1.6572 -7.3361 -1.7219
C14 -0.6315 -7.6872 -2.5870
C15 0.0389 -6.7054 -3.3012
C16 -0.2945 -5.3749 -3.1338
H1 2.6899 -0.7582 1.8454
H2 5.5542 -2.1200 3.3587
H3 7.5629 -2.6947 2.0223
H4 7.5545 -2.3211 -0.4232
H5 5.5657 -1.3336 -1.5035
H6 3.5607 0.1117 -1.0965
H7 3.0462 -2.6050 -1.2693
H8 1.0588 -3.6566 -1.8080
H9 -2.7299 -3.4248 -1.9329
H10 -2.7821 -5.7186 -0.8714
H11 -2.1999 -8.0922 -1.1733
H12 -0.3559 -8.7239 -2.7043
H13 0.8278 -6.9812 -3.9871
H14 0.1848 -4.6115 -3.7306
F1 -3.8032 -0.8302 3.5561
C17 -2.7776 -0.0571 3.2271
F2 -3.1032 1.2117 3.4632
F3 -1.7457 -0.3562 4.0335
S1 -2.2338 -0.2060 1.4306
O3 -1.3203 0.8938 1.3396
O4 -3.4407 -0.1038 0.6837
N3 -1.5514 -1.5966 1.2647
S2 -0.1096 -1.8193 1.8421
O5 0.4465 -0.6316 2.4095
O6 0.7019 -2.6052 0.9800
C18 -0.4339 -2.9513 3.3216
F4 -1.7313 -2.9700 3.6399
F5 0.2462 -2.5413 4.3877
F6 -0.0743 -4.2041 3.0517
C19 -0.8361 -0.2442 -5.5297
S3 0.5375 0.1798 -4.4256
C20 0.5058 1.9806 -4.5391
H15 -0.5791 0.0584 -6.5403
H16 -1.7398 0.2640 -5.1981
H17 -0.9679 -1.3194 -5.4819
H18 -0.4245 2.3118 -4.9871
H19 1.3605 2.3108 -5.1223
H20 0.6084 2.3708 -3.5313
F7 -2.8749 2.9661 0.8234
C21 -4.0283 2.5775 0.2496
C22 -5.1465 2.4685 1.0248
F8 -5.0517 2.7134 2.3357
C23 -6.4198 2.1161 0.4852
C24 -6.4427 1.9462 -0.9314
C25 -5.3175 2.0442 -1.7013
F9 -5.4242 1.8424 -3.0195
C26 -4.0393 2.3226 -1.1479
C27 -2.8631 2.3125 -1.9143
C28 -1.6020 2.3039 -1.3258
N4 -0.5401 2.1912 -0.8932
C29 -2.8398 2.1853 -3.3117
N5 -2.7553 2.1073 -4.4550
F10 -7.6012 1.6626 -1.5336
C30 -7.5569 1.9451 1.2827
C31 -8.8408 1.6761 0.7711
N6 -9.9188 1.4915 0.4223
C32 -7.5550 2.0366 2.6873
N7 -7.6243 2.0906 3.8325
C33 0.9549 2.0098 3.3775
C34 1.5297 3.1457 4.2933
N8 2.2734 4.0640 3.4761
C35 3.3995 3.4092 2.8755
C36 2.8680 2.2191 2.0104
N9 1.4259 2.2420 2.0347
C37 0.9228 3.4976 1.5314
C38 1.4361 4.6477 2.4678
H21 -0.1347 2.0096 3.3842
H22 1.3038 1.0348 3.7164
H23 2.2010 2.7217 5.0400
H24 0.7272 3.6823 4.8018
H25 4.0724 3.0542 3.6550
H26 3.9337 4.1149 2.2432
H27 3.2240 1.2680 2.4023
H28 3.2094 2.3325 0.9880
H29 -0.1662 3.4689 1.5108
H30 1.2878 3.6501 0.5185
H31 0.6043 5.1595 2.9530
H32 2.0132 5.3666 1.8859
F11 2.1090 2.1577 -0.9977
P1 3.3123 2.9994 -1.8350
F12 3.2724 4.1197 -0.6533
F13 4.4466 3.7745 -2.6306
F14 2.1425 3.7929 -2.6022
F15 3.2660 1.8057 -2.9265
F16 4.4128 2.1808 -0.9697

Properties
Frontier orbital gap in eV: 2.9
Energy relative to the best compared isomer or geometry (same formula, charge and spin) in eV: 2.917
HOMO in eV: -7.197
Spin multiplicity: 2
Molecular weight in u: 1261.9
Expectation value of S²: 0.80

4.
Entry from the OMol25 dataset: C38H32BrCl2N4O6Sr as an isolated structure (wB97M-V/def2-TZVPD).

Geometry (Å):
Sr1 -0.8798 -0.9976 0.8427
Br1 -2.2222 6.6569 -0.6991
C1 -2.2976 4.7676 -0.4651
C2 -3.0231 3.9864 -1.3740
C3 -3.0647 2.6270 -1.2240
C4 -2.3658 1.9422 -0.1753
O1 -2.3253 0.6775 -0.1481
C5 -1.7122 2.7827 0.7899
C6 -1.1438 2.3149 2.0276
N1 -1.1826 1.1290 2.5259
C7 -0.7907 0.9823 3.8656
C8 -0.9297 1.9753 4.8103
C9 -0.5217 1.7958 6.1466
C10 0.0003 0.6075 6.5618
C11 0.0963 -0.4670 5.6461
C12 0.5684 -1.7424 6.0324
C13 0.5860 -2.7593 5.1279
C14 0.1227 -2.5039 3.8197
N2 -0.2980 -1.3312 3.4235
C15 -0.3132 -0.2973 4.3049
C16 -1.6696 4.1752 0.5961
H1 -3.5456 4.4635 -2.1941
H2 -3.6149 2.0102 -1.9238
H3 -0.6716 3.1169 2.6085
H4 -1.3889 2.9146 4.5331
H5 -0.6397 2.6145 6.8455
H6 0.3151 0.4576 7.5875
H7 0.8987 -1.8919 7.0541
H8 0.9307 -3.7500 5.3909
H9 0.0818 -3.2978 3.0809
H10 -1.1391 4.7864 1.3175
C17 4.8508 3.0933 -2.8988
C18 4.5306 1.6287 -2.9675
C19 4.9164 0.8487 -4.0445
C20 4.5839 -0.4973 -4.0918
Cl1 5.0527 -1.4453 -5.4831
C21 3.8631 -1.0837 -3.0727
C22 3.4799 -0.3189 -1.9767
C23 3.8198 1.0284 -1.9166
O2 3.5158 1.8473 -0.8828
C24 3.1035 1.2344 0.3324
C25 1.6774 0.6711 0.3453
O3 0.8501 1.0828 -0.4834
O4 1.4796 -0.1825 1.2495
H11 5.4046 3.4097 -3.7823
H12 5.4411 3.3220 -2.0101
H13 3.9362 3.6847 -2.8247
H14 5.4690 1.2944 -4.8622
H15 3.5883 -2.1287 -3.1245
H16 2.8955 -0.7866 -1.1966
H17 3.1588 2.0173 1.0887
H18 3.7992 0.4383 0.6073
N3 0.1912 -1.8014 -1.6195
C26 0.1424 -0.9809 -2.4384
N4 0.0705 -0.0643 -3.3736
C27 -0.6364 1.1948 -3.1201
C28 0.2496 2.3695 -3.4933
C29 0.7393 2.2289 -4.9329
C30 1.4752 0.9031 -5.1176
C31 0.6045 -0.2784 -4.7126
H19 -0.9051 1.2133 -2.0720
H20 -1.5549 1.2002 -3.7217
H21 1.0915 2.3899 -2.7958
H22 -0.3171 3.2934 -3.3562
H23 1.3995 3.0584 -5.1973
H24 -0.1173 2.2742 -5.6173
H25 2.3672 0.9024 -4.4905
H26 1.7990 0.7701 -6.1533
H27 1.1740 -1.2072 -4.7170
H28 -0.2338 -0.3892 -5.4134
Cl2 -5.9721 -8.1726 2.6206
C32 -4.9744 -6.7718 2.3049
C33 -5.5151 -5.5070 2.4659
C34 -4.7164 -4.4017 2.2142
C35 -3.3973 -4.5585 1.8078
C36 -2.8785 -5.8372 1.6520
C37 -3.6633 -6.9541 1.8989
C38 -2.5353 -3.3397 1.5415
O5 -3.0602 -2.2143 1.6870
O6 -1.3400 -3.5399 1.1912
H29 -6.5433 -5.3960 2.7826
H30 -5.0992 -3.3962 2.3270
H31 -1.8505 -5.9369 1.3301
H32 -3.2701 -7.9544 1.7787

Properties
Frontier orbital gap in eV: 6.9
Energy relative to the best compared isomer or geometry (same formula, charge and spin) in eV: 0.416
Net charge: -1
HOMO in eV: -4.885
Spin multiplicity: 1
Molecular weight in u: 879.1

5.
Entry from the OMol25 dataset: C38H32Cl3EuO2P2 as an isolated structure (wB97M-V/def2-TZVPD).

Geometry (Å):
C1 0.7202 -1.1743 -4.1980
C2 -0.3182 -1.6251 -3.3682
C3 -1.6343 -1.7467 -3.8504
C4 -1.9002 -1.4293 -5.1726
C5 -0.8702 -1.0163 -6.0180
C6 0.4322 -0.8682 -5.5203
P1 0.0066 -1.8498 -1.6200
C7 -1.2835 -3.0115 -1.0732
C8 -2.3565 -2.5484 -0.2904
C9 -3.3564 -3.4473 0.1012
C10 -3.3141 -4.7791 -0.3164
C11 -2.2498 -5.2258 -1.1088
C12 -1.2219 -4.3529 -1.4741
Eu1 -0.0627 0.0161 0.5067
P2 0.0311 1.8001 -1.6831
C13 -1.3497 1.8651 -2.8318
C14 -1.1635 2.2164 -4.1745
C15 -2.2692 2.2660 -5.0184
C16 -3.5443 1.9194 -4.5558
C17 -3.7141 1.5261 -3.2278
C18 -2.6330 1.5002 -2.3583
C19 -0.2008 3.1714 -0.4905
C20 0.6313 3.2290 0.6432
C21 0.4173 4.2023 1.6222
C22 -0.5883 5.1570 1.4569
C23 -1.4075 5.1119 0.3192
C24 -1.2216 4.1250 -0.6514
C25 1.6173 2.1122 -2.4757
C26 2.6859 1.2054 -2.2898
C27 3.9221 1.4898 -2.8668
C28 4.1106 2.6672 -3.5972
C29 3.0572 3.5737 -3.7393
C30 1.8083 3.3132 -3.1745
C31 1.5738 -2.7586 -1.5024
C32 2.0692 -3.5197 -2.5717
C33 3.3042 -4.1620 -2.4390
C34 4.0404 -4.0450 -1.2557
C35 3.5306 -3.3023 -0.1871
C36 2.2879 -2.6762 -0.2887
H1 1.4464 2.5090 0.7695
H2 1.0388 4.2000 2.5222
H3 -0.7377 5.9328 2.2117
H4 -2.2047 5.8516 0.1994
H5 -1.8764 4.0813 -1.5229
H6 -0.1636 2.4515 -4.5521
H7 -2.1321 2.5617 -6.0537
H8 -4.3950 1.9416 -5.2284
H9 -4.7013 1.2317 -2.8614
H10 -2.7646 1.1996 -1.3145
H11 2.5406 0.2925 -1.7005
H12 4.7442 0.7844 -2.7358
H13 5.0835 2.8788 -4.0361
H14 3.2037 4.4959 -4.2915
H15 0.9889 4.0319 -3.2693
H16 1.5116 -3.6021 -3.5079
H17 3.6870 -4.7505 -3.2710
H18 5.0079 -4.5402 -1.1636
H19 4.1003 -3.2079 0.7385
H20 1.8762 -2.1317 0.5734
H21 -2.4272 -1.4878 -0.0052
H22 -4.1734 -3.0948 0.7332
H23 -4.1059 -5.4704 -0.0245
H24 -2.2132 -6.2632 -1.4409
H25 -0.3757 -4.7045 -2.0688
H26 -2.4305 -2.0948 -3.1949
H27 -2.9193 -1.4872 -5.5565
H28 -1.1404 -0.7907 -7.0446
H29 1.2775 -0.5085 -6.1072
H30 1.7465 -1.0701 -3.8363
H31 0.0661 0.5092 -7.8166
H32 0.7343 0.3310 -7.4926
Cl1 0.3321 -1.8323 5.3388
C37 0.2566 -0.1669 4.7957
Cl2 -1.2061 0.6692 5.3932
Cl3 1.7162 0.7439 5.2568
C38 0.1629 -0.1642 3.2119
O1 -0.0345 -1.2639 2.5891
O2 0.2770 0.9812 2.6480

Properties
Frontier orbital gap (spin up / spin down) in eV: 5.2 / 7.9
Net charge: +2
HOMO (spin up / spin down) in eV: -14.207 / -14.140
Spin multiplicity: 7
Molecular weight in u: 840.9
Expectation value of S²: 12.36